i:
{"formula": "C5H8N2S", "method": "ωB97M-V/def2-TZVPD", "symbols": ["C", "C", "C", "C", "C", "H", "H", "H", "H", "H", "H", "H", "H", "N", "N", "S"], "coordinates": [[-1.87971, 0.60567, 0.13591], [-0.72716, 1.00007, -0.73547], [0.50827, 0.30235, -0.31007], [1.43646, 0.47340, 0.75819], [2.40350, -0.58931, 0.51336], [-1.81935, -1.72155, 1.79782], [-2.68077, 1.08557, -0.31795], [-1.93321, 0.76413, 1.20640], [-0.48594, 2.10040, -0.69730], [-1.03602, 0.62923, -1.82159], [1.61573, 1.32963, 1.29146], [3.31375, -0.98281, 1.08915], [0.47803, -1.25835, -1.65840], [2.08180, -1.39643, -0.48315], [0.93839, -0.97305, -0.87588], [-2.21378, -1.36895, 0.10753]], "lowdin_charge": [-0.47, -0.24, -0.25, -0.01, -0.18, 0.04, 0.03, 0.05, 0.14, 0.15, 0.06, 0.12, 0.09, 0.00, -0.02, 0.49], "orbital_gap_ev": 8.8, "e_homo_ev": -8.8, "e_lumo_ha": -0.00248}

***

ii:
{"formula": "C5H8N2S", "method": "ωB97M-V/def2-TZVPD", "symbols": ["C", "C", "C", "C", "C", "H", "H", "H", "H", "H", "H", "H", "H", "N", "N", "S"], "coordinates": [[2.15067, -1.01161, 0.31326], [1.15508, 0.01344, -0.37644], [1.52806, 1.19503, -0.73484], [-1.31157, -0.16811, 0.22184], [-2.56452, -0.72489, -0.12443], [2.33135, -0.50590, 1.68858], [3.57926, -1.22568, -0.48874], [1.27422, -2.21940, 0.13471], [2.54783, 1.52159, -0.85899], [0.69038, 1.78954, -1.27291], [-0.66623, 1.39264, 1.07593], [-2.41454, 1.21119, 1.15059], [-2.53594, -1.64415, -0.92059], [-0.19137, -0.70110, -0.19733], [-1.46391, 1.15872, 0.66880], [-4.10878, -0.08133, -0.27945]], "lowdin_charge": [-0.17, -0.49, -0.02, -0.50, -0.57, 0.15, 0.17, 0.17, 0.06, 0.10, 0.02, 0.09, 0.10, 0.09, 0.12, 0.67], "orbital_gap_ev": 7.6, "e_homo_ev": -9.2, "e_lumo_ha": -0.06081}

***

iii:
{"formula": "C5H8N2S", "method": "ωB97M-V/def2-TZVPD", "symbols": ["C", "N", "C", "C", "C", "S", "C", "N", "H", "H", "H", "H", "H", "H", "H", "H"], "coordinates": [[0.64753, -0.40377, -1.60454], [0.72218, 0.64053, -0.58854], [0.16805, 0.72369, 0.67698], [-0.89551, -0.31682, 1.11859], [0.36363, 1.75725, 1.52139], [1.69748, 2.89348, 1.34379], [2.85335, 2.07931, 2.21820], [3.49567, 1.53852, 2.98833], [1.52934, -0.16065, -2.33509], [0.92832, -1.36620, -1.27943], [-0.35308, -0.41567, -2.13484], [1.03342, 1.52071, -1.04329], [-1.68892, -0.35171, 0.32420], [-1.27901, 0.15223, 2.00273], [-0.46000, -1.27541, 1.56242], [-0.10672, 1.78072, 2.55470]], "lowdin_charge": [-0.10, -0.06, -0.40, -0.03, -0.44, 0.89, -0.67, 0.09, 0.12, 0.05, 0.09, 0.13, 0.10, 0.04, 0.11, 0.09], "orbital_gap_ev": 9.2, "smiles": "CN/C(C)=C\\SC#N", "e_homo_ev": -8.6, "e_lumo_ha": 0.02020}

***

Relative energies, eV: i 1.409; ii 6.776; iii 0.000.

***

i:
{"formula": "C3H11N3", "method": "ωB97M-V/def2-TZVPD", "symbols": ["C", "C", "C", "N", "N", "N", "H", "H", "H", "H", "H", "H", "H", "H", "H", "H", "H"], "coordinates": [[1.37889, 1.03004, -0.70152], [0.45610, -1.48603, -0.09892], [-1.97378, 0.16699, -0.08774], [1.64124, 0.69975, 0.65669], [0.58807, 0.02426, -0.00751], [-0.76581, 0.47127, 0.65427], [0.93451, 1.91452, -0.79604], [2.16820, 0.77182, -1.47601], [1.48144, -2.03604, -0.05903], [-0.12046, -1.98541, 0.67655], [0.05267, -1.74511, -1.15493], [-1.79616, 0.15759, -1.17770], [-2.07981, -0.78804, 0.21980], [-2.92049, 0.75381, 0.10143], [2.38181, 0.15173, 0.89735], [-0.79969, 0.06042, 1.62320], [-0.62674, 1.83842, 0.73013]], "lowdin_charge": [0.05, 0.06, 0.00, 0.18, -0.17, 0.07, 0.09, 0.20, 0.16, 0.11, 0.16, 0.14, 0.06, 0.17, 0.12, 0.21, 0.39], "orbital_gap_ev": 11.9, "e_homo_ev": -21.2, "total_charge": 2, "e_lumo_ha": -0.34262}

***

ii:
{"formula": "C3H11N3", "method": "ωB97M-V/def2-TZVPD", "symbols": ["C", "N", "N", "C", "C", "N", "H", "H", "H", "H", "H", "H", "H", "H", "H", "H", "H"], "coordinates": [[-0.57845, -1.86931, -0.51949], [0.56110, -1.09086, -0.38852], [0.33663, 0.54731, 0.15573], [0.52384, 1.57553, -0.82252], [-0.84940, 0.77014, 1.24414], [0.56216, 0.57365, 1.46692], [-0.93163, -2.38050, 0.35089], [-1.39231, -1.37337, -1.12050], [-0.35972, -2.78551, -1.05733], [0.98004, -1.27355, -1.24242], [1.24217, -1.42707, 0.32648], [-0.42845, 1.96704, -1.10964], [0.98223, 2.54514, -0.35612], [1.07171, 1.35248, -1.69493], [-1.49952, -0.09253, 1.45837], [-1.39617, 1.71320, 1.31317], [1.17577, 1.24821, 1.99575]], "lowdin_charge": [-0.04, 0.16, -0.10, 0.04, 0.15, 0.09, 0.12, 0.16, 0.14, 0.15, 0.21, 0.11, 0.18, 0.10, 0.14, 0.16, 0.22], "orbital_gap_ev": 10.2, "smiles": "C[NH2+][N@@+]1(C)CN1", "e_homo_ev": -20.9, "total_charge": 2, "e_lumo_ha": -0.39235}

***

Relative energies, eV: i 0.590; ii 0.000.

***

i:
{"formula": "C3H7N5O", "method": "ωB97M-V/def2-TZVPD", "symbols": ["C", "N", "N", "N", "C", "N", "N", "C", "O", "H", "H", "H", "H", "H", "H", "H"], "coordinates": [[2.73901, -0.41977, 0.38432], [1.83917, -0.16481, -0.70546], [0.61582, 0.20673, -0.39782], [0.21954, 1.44221, -0.16390], [-1.07558, 1.54884, 0.04811], [-1.73393, 0.32425, 0.03824], [-3.10725, -0.00258, 0.36390], [-0.89140, -0.65631, -0.24347], [-1.03207, -1.81724, -0.40404], [2.73106, 0.41742, 1.12262], [2.62694, -1.38263, 1.01296], [3.74558, -0.50377, 0.08781], [1.77433, -0.84850, -1.41731], [-1.65448, 2.44159, 0.34681], [-3.09238, -1.05512, 0.30039], [-3.70435, 0.46967, -0.37315]], "lowdin_charge": [-0.11, -0.08, -0.13, 0.05, -0.15, -0.11, 0.10, -0.36, 0.09, 0.09, 0.10, 0.05, 0.12, 0.12, 0.11, 0.12], "orbital_gap_ev": 8.6, "smiles": "CNn1ncn(N)c1=O", "e_homo_ev": -7.8, "e_lumo_ha": 0.02918}

***

ii:
{"formula": "C3H7N5O", "method": "ωB97M-V/def2-TZVPD", "symbols": ["H", "N", "C", "O", "C", "C", "N", "N", "N", "N", "H", "H", "H", "H", "H", "H"], "coordinates": [[3.68816, 0.62833, 0.00455], [3.07081, -0.15996, -0.21227], [1.88381, -0.30804, -0.12447], [1.42688, -1.57263, 0.09661], [-0.09483, -1.54699, -0.00482], [-0.50035, -0.15634, -0.35079], [-1.58793, 0.39118, -0.40522], [-2.61257, -0.39543, -0.02325], [0.74529, 0.47844, -0.25407], [0.78095, 1.88110, 0.23574], [-0.72671, -1.80012, 1.00503], [-0.29144, -2.02477, -0.84392], [-2.85761, -0.18242, 0.98866], [-3.53836, 0.15453, -0.27767], [0.54729, 2.45138, -0.73448], [0.06662, 2.16173, 0.90037]], "lowdin_charge": [0.08, 0.19, -0.55, 0.01, -0.02, -0.36, -0.03, -0.05, -0.04, 0.07, 0.19, 0.07, 0.10, 0.12, 0.15, 0.06], "orbital_gap_ev": 9.5, "smiles": "[H]/N=C1/OC/C(=N\\N)N1N", "e_homo_ev": -8.8, "e_lumo_ha": 0.02625}

***

Relative energies, eV: i 0.000; ii 1.015.

***

i:
{"formula": "C5H13NOS", "method": "ωB97M-V/def2-TZVPD", "symbols": ["C", "S", "C", "C", "C", "N", "C", "O", "H", "H", "H", "H", "H", "H", "H", "H", "H", "H", "H", "H", "H"], "coordinates": [[0.74223, 0.93051, 2.99786], [-0.42533, 2.06568, 2.16972], [-1.09861, 0.98478, 0.87941], [-0.05298, 0.58311, -0.17991], [-0.40841, -0.79229, -0.76863], [-1.46775, -0.58231, -1.73163], [0.86682, -1.37365, -1.39474], [1.06016, -0.61809, -2.59794], [0.31864, 0.54345, 3.91743], [1.59011, 1.54426, 3.29200], [1.04789, 0.17239, 2.28492], [-1.85441, 1.62702, 0.42571], [-1.66965, 0.18387, 1.34832], [-0.13664, 1.32064, -0.97279], [0.93125, 0.62482, 0.25992], [-0.79707, -1.46616, -0.01024], [-1.18795, 0.03285, -2.48049], [-1.84226, -1.43853, -2.11568], [1.70009, -1.14120, -0.73620], [0.74094, -2.42748, -1.64721], [1.94294, -0.77366, -2.93983]], "lowdin_charge": [-0.40, 0.78, -0.52, -0.22, -0.40, 0.05, -0.21, -0.08, 0.02, 0.02, 0.02, 0.06, 0.07, 0.11, 0.08, 0.14, 0.07, 0.08, 0.11, 0.12, 0.08], "orbital_gap_ev": 9.1, "smiles": "CSCC[C@@H](N)CO", "e_homo_ev": -8.3, "e_lumo_ha": 0.02854}

***

ii:
{"formula": "C5H13NOS", "method": "ωB97M-V/def2-TZVPD", "symbols": ["C", "C", "C", "C", "C", "N", "O", "S", "H", "H", "H", "H", "H", "H", "H", "H", "H", "H", "H", "H", "H"], "coordinates": [[0.67391, 0.66834, -1.97333], [-1.57290, 0.14515, -1.06609], [-0.10089, 1.93853, 0.04774], [0.84555, -2.37613, 1.97865], [-0.10667, 0.57524, -0.68173], [0.44563, -0.49292, 0.18392], [-0.83726, -0.40618, 2.38194], [-0.51677, -1.33339, 1.28899], [0.33775, 1.25537, -2.76290], [1.66388, 1.05935, -1.88477], [0.63419, -0.37748, -2.23664], [-1.77607, -0.83727, -1.43236], [-1.91947, 0.83150, -1.70402], [-2.21631, 0.19747, -0.28657], [-0.11565, 2.84895, -0.54025], [-0.93548, 2.01664, 0.75814], [0.72315, 2.06837, 0.65441], [0.38679, -3.24904, 2.38316], [1.45573, -1.80012, 2.67788], [1.39151, -2.77635, 1.15585], [1.53938, 0.04396, 1.05798]], "lowdin_charge": [-0.06, -0.05, -0.05, -0.23, -0.64, -0.24, -0.52, 0.81, 0.06, 0.08, 0.08, 0.08, 0.05, 0.03, 0.08, 0.09, 0.03, 0.03, 0.06, 0.03, 0.28], "orbital_gap_ev": 9.6, "e_homo_ev": -9.1, "e_lumo_ha": 0.01568}

***

Relative energies, eV: i 0.000; ii 3.087.